1.
{
  "formula": "C2NO2S2",
  "method": "wB97M-V/def2-TZVPD",
  "symbols": ["C", "C", "N", "O", "O", "S", "S"],
  "coordinates": [[4.81, 0.44, 0.97], [-2.95, -0.71, 0.82], [-3.27, -0.22, 1.81], [4.56, 0.45, 2.12], [-2.92, -1.50, -2.34], [5.08, 0.39, -0.58], [-3.04, -1.85, -0.76]],
  "lowdin_charge": [-0.8508, -0.6238, -0.0621, 0.0887, -0.8440, 0.7620, 0.5299],
  "orbital_gap_ha": 0.191,
  "largest_force_ha_per_bohr": 0.0595,
  "multiplicity": 1,
  "homo_energy_ev": -2.95,
  "de_lowest_kj_mol": 291.4,
  "total_charge": -1,
  "mol_weight_da": 134.16
}


2.
{
  "formula": "C27H20AuNO3PS2",
  "method": "wB97M-V/def2-TZVPD",
  "symbols": ["Au", "S", "C", "C", "C", "C", "C", "C", "C", "C", "C", "N", "H", "H", "H", "H", "H", "H", "O", "S", "O", "O", "C", "C", "C", "C", "C", "C", "P", "C", "C", "C", "C", "C", "C", "C", "C", "C", "C", "C", "C", "H", "H", "H", "H", "H", "H", "H", "H", "H", "H", "H", "H", "H", "H"],
  "coordinates": [[0.51, 2.05, -1.04], [-2.99, 3.25, 1.41], [-3.60, 2.99, -0.16], [-2.62, 2.66, -1.06], [-1.34, 2.62, -0.44], [-1.40, 2.90, 0.90], [-0.20, 2.87, 1.74], [-0.13, 3.15, 3.09], [1.10, 3.08, 3.73], [2.23, 2.73, 3.01], [2.11, 2.46, 1.67], [0.92, 2.53, 1.06], [-4.65, 3.11, -0.36], [-2.81, 2.48, -2.11], [-1.03, 3.42, 3.63], [1.16, 3.31, 4.79], [3.20, 2.68, 3.48], [2.95, 2.19, 1.04], [1.17, 0.51, -2.96], [2.59, 0.49, -2.51], [3.56, 0.65, -3.54], [2.68, 1.45, -1.37], [2.75, -1.10, -1.78], [3.91, -1.82, -1.97], [4.03, -3.07, -1.37], [3.01, -3.57, -0.58], [1.84, -2.83, -0.38], [1.70, -1.59, -0.99], [0.17, -0.64, -0.80], [-1.18, -1.26, -1.80], [-1.76, -2.48, -1.44], [-2.81, -2.98, -2.18], [-3.29, -2.27, -3.28], [-2.72, -1.05, -3.63], [-1.66, -0.54, -2.89], [-0.31, -0.68, 0.91], [-1.66, -0.54, 1.25], [-2.02, -0.43, 2.59], [-1.04, -0.44, 3.58], [0.30, -0.55, 3.23], [0.67, -0.66, 1.91], [4.69, -1.42, -2.60], [4.93, -3.65, -1.52], [3.11, -4.54, -0.11], [1.05, -3.23, 0.24], [-1.40, -3.03, -0.58], [-3.26, -3.93, -1.91], [-4.11, -2.67, -3.86], [-3.10, -0.50, -4.48], [-1.20, 0.39, -3.18], [-2.43, -0.52, 0.49], [-3.07, -0.34, 2.86], [-1.33, -0.36, 4.62], [1.06, -0.54, 4.01], [1.72, -0.74, 1.64]],
  "lowdin_charge": [1.0974, 1.0658, -0.3891, -0.1890, -0.3300, -0.5544, -0.2747, -0.0045, -0.0292, -0.0350, -0.0936, 0.0082, 0.0760, 0.1003, 0.1172, 0.1222, 0.1166, 0.1153, -0.4180, 0.4918, -0.2363, -0.4238, -0.2665, -0.0220, -0.0310, -0.0432, -0.0680, -0.2992, 1.1538, -0.3403, -0.0832, -0.0559, -0.0508, -0.0508, -0.0805, -0.3613, -0.0740, -0.0558, -0.0511, -0.0633, -0.0881, 0.1257, 0.1200, 0.1172, 0.1137, 0.1104, 0.1144, 0.1150, 0.1153, 0.0876, 0.1163, 0.1161, 0.1158, 0.1156, 0.1148],
  "orbital_gap_ha": [0.293, 0.210],
  "largest_force_ha_per_bohr": 0.0116,
  "multiplicity": 3,
  "homo_energy_ev": [-11.06, -11.45],
  "s2": 2.0133,
  "de_lowest_kj_mol": 0.0,
  "total_charge": 1,
  "mol_weight_da": 698.54
}


3.
{
  "formula": "C24H26Br4DyF4N3O3",
  "method": "wB97M-V/def2-TZVPD",
  "symbols": ["Dy", "C", "C", "N", "C", "C", "C", "C", "N", "C", "C", "F", "C", "F", "C", "C", "F", "C", "F", "H", "H", "H", "H", "H", "H", "H", "H", "H", "H", "H", "H", "H", "H", "H", "Br", "C", "C", "Br", "C", "Br", "C", "O", "C", "O", "C", "Br", "O", "C", "C", "C", "C", "C", "C", "N", "H", "H", "H", "H", "H", "H", "H", "H", "H", "H", "H"],
  "coordinates": [[-1.06, -0.59, 0.00], [-3.02, 0.14, -3.12], [-1.95, -0.94, -3.23], [-0.69, -0.60, -2.52], [0.29, -1.69, -2.71], [1.45, -1.57, -1.72], [-0.14, 0.68, -3.04], [-0.31, 1.91, -2.11], [-0.53, 1.51, -0.73], [-0.58, 2.43, 0.25], [-1.03, 2.06, 1.55], [-1.50, 0.76, 1.74], [-1.08, 2.89, 2.64], [-1.52, 2.40, 3.80], [-0.69, 4.21, 2.55], [-0.26, 4.63, 1.31], [0.14, 5.90, 1.16], [-0.20, 3.80, 0.21], [0.27, 4.34, -0.94], [-3.98, -0.27, -3.45], [-2.78, 1.00, -3.74], [-3.15, 0.47, -2.09], [-1.73, -1.12, -4.29], [-2.32, -1.88, -2.81], [0.68, -1.68, -3.74], [-0.21, -2.64, -2.55], [1.85, -0.55, -1.71], [2.25, -2.25, -2.00], [1.12, -1.84, -0.72], [-0.58, 0.90, -4.01], [0.93, 0.54, -3.21], [-1.16, 2.51, -2.46], [0.58, 2.52, -2.23], [-0.75, 4.89, 3.39], [-6.76, -4.52, -0.24], [-4.97, -3.94, -0.09], [-3.94, -4.86, 0.03], [-4.29, -6.71, 0.09], [-2.62, -4.40, 0.12], [-1.15, -5.59, 0.22], [-2.30, -3.05, 0.11], [-1.05, -2.61, 0.13], [-3.37, -2.10, 0.03], [-3.08, -0.81, 0.07], [-4.67, -2.58, -0.11], [-6.01, -1.26, -0.32], [0.77, -0.49, 1.47], [1.74, 0.16, 1.89], [2.51, 1.10, 1.00], [3.89, 0.52, 0.65], [4.94, 0.79, 1.73], [4.65, 0.12, 3.07], [3.36, 0.60, 3.73], [2.16, 0.01, 3.14], [2.62, 2.07, 1.49], [1.91, 1.24, 0.10], [4.23, 0.95, -0.29], [3.79, -0.56, 0.50], [5.02, 1.87, 1.88], [5.91, 0.45, 1.36], [5.48, 0.34, 3.76], [4.61, -0.96, 2.95], [3.29, 1.69, 3.66], [3.35, 0.34, 4.78], [1.65, -0.67, 3.69]],
  "lowdin_charge": [1.6177, -0.0644, -0.2294, -0.2609, -0.2385, -0.0765, -0.1584, -0.1968, -0.1330, -0.2124, -0.1225, -0.0386, -0.2318, 0.1030, 0.0565, -0.2246, 0.0958, -0.1404, 0.0733, 0.0854, 0.0723, 0.0614, 0.1264, 0.1185, 0.1271, 0.1208, 0.0675, 0.0923, 0.0395, 0.1203, 0.1075, 0.1167, 0.1076, 0.1326, 0.7051, -0.7558, -0.7592, 0.7054, -0.6410, 0.7650, -0.4178, -0.2906, -0.4209, -0.2769, -0.6372, 0.7710, -0.0819, -0.4350, -0.0820, -0.1715, -0.2041, -0.1786, -0.1588, 0.1118, 0.1305, 0.0996, 0.1154, 0.1219, 0.1167, 0.1119, 0.1127, 0.1204, 0.1243, 0.1233, 0.1623],
  "orbital_gap_ha": [0.281, 0.281],
  "largest_force_ha_per_bohr": 0.0602,
  "multiplicity": 6,
  "homo_energy_ev": [-7.47, -7.48],
  "s2": 9.3330,
  "de_lowest_kj_mol": 0.0,
  "total_charge": 0,
  "mol_weight_da": 962.60
}


4.
{
  "formula": "C9H4Cl4N2",
  "method": "wB97M-V/def2-TZVPD",
  "symbols": ["C", "C", "C", "N", "C", "Cl", "C", "Cl", "C", "Cl", "C", "C", "N", "C", "Cl", "H", "H", "H", "H"],
  "coordinates": [[-1.29, 0.36, -0.24], [-0.49, 1.35, 0.57], [-0.37, 2.62, -0.03], [-0.29, 3.67, -0.52], [0.23, 1.20, 1.70], [0.86, 2.59, 2.51], [0.28, -0.06, 2.46], [-1.26, -0.79, 2.79], [1.41, -0.72, 2.61], [1.44, -2.36, 3.18], [2.66, -0.18, 2.27], [3.08, 0.66, 3.35], [3.20, 1.25, 4.35], [3.27, -0.57, 1.13], [4.71, -0.03, 0.42], [-1.57, -0.51, 0.39], [-0.79, 0.06, -1.12], [-2.12, 0.90, -0.51], [2.78, -1.40, 0.54]],
  "lowdin_charge": [-0.0245, -0.2936, -0.2528, 0.1824, -0.6066, 0.8043, -0.6694, 0.7474, -0.7169, 0.7356, -0.3969, -0.2090, 0.1865, -0.5029, 0.7105, 0.0474, 0.0843, 0.0636, 0.1106],
  "orbital_gap_ha": 0.325,
  "largest_force_ha_per_bohr": 0.0664,
  "smiles": "C\\C(C#N)=C(Cl)/C(Cl)=C(Cl)\\C(C#N)=C\\Cl",
  "multiplicity": 1,
  "homo_energy_ev": -9.78,
  "total_charge": 0,
  "mol_weight_da": 281.96
}


5.
{
  "formula": "C18H24N2O3",
  "method": "wB97M-V/def2-TZVPD",
  "symbols": ["C", "C", "H", "H", "O", "C", "O", "C", "C", "N", "H", "H", "C", "C", "C", "C", "N", "C", "O", "C", "H", "H", "C", "C", "H", "H", "H", "C", "H", "H", "H", "H", "C", "C", "C", "C", "H", "H", "H", "H", "H", "H", "H", "H", "H", "H", "H"],
  "coordinates": [[1.57, 2.91, 5.65], [0.42, 3.20, 4.73], [0.41, 4.17, 4.49], [-0.45, 3.02, 5.37], [0.61, 2.63, 3.55], [-0.06, 1.41, 3.67], [-0.54, 0.95, 4.68], [0.04, 0.61, 2.41], [-0.47, -0.64, 2.16], [-0.93, -1.49, 2.97], [-1.73, -2.33, 2.89], [-0.99, -1.18, 4.09], [-0.28, -0.66, 0.59], [-0.81, -1.81, -0.27], [-0.38, -1.45, -1.60], [-0.03, -0.06, -1.90], [0.37, 0.89, -1.15], [0.05, 0.56, 0.22], [0.35, 1.16, 1.17], [0.23, 0.17, -3.35], [1.07, -0.67, -3.73], [-0.76, 0.14, -3.80], [0.94, 1.42, -3.65], [2.23, 1.65, -2.99], [3.19, 0.52, -3.25], [2.30, 1.55, -2.03], [2.97, 2.67, -3.44], [0.11, 2.51, -3.27], [-0.91, 2.71, -3.73], [-0.04, 2.74, -2.28], [0.61, 3.49, -3.58], [1.30, 1.50, -4.76], [-0.85, -2.45, -2.72], [-1.65, -3.43, -2.26], [-1.17, -4.05, -0.93], [-1.40, -3.24, 0.20], [-2.18, -3.02, 0.44], [-0.99, -3.31, 1.03], [-0.18, -4.45, -1.04], [-1.89, -5.03, -0.50], [-2.86, -3.05, -2.19], [-2.02, -4.22, -2.87], [0.12, -2.75, -3.00], [-1.25, -1.75, -3.56], [1.66, 1.81, 6.11], [1.70, 3.49, 6.44], [2.56, 3.15, 5.01]],
  "lowdin_charge": [-0.0555, -0.3650, 0.0881, 0.1393, 0.0523, -0.3436, 0.0770, -0.0527, -0.2366, 0.1032, 0.2047, 0.1932, 0.0114, 0.0771, -0.0595, -0.2461, 0.2119, -0.3943, 0.1761, -0.1460, 0.1872, 0.1214, -0.5472, -0.0965, 0.1732, -0.0589, 0.1650, -0.1458, 0.1103, 0.0423, 0.1034, 0.1655, -0.2271, -0.2541, -0.1677, -0.1434, -0.0124, 0.0413, 0.1139, 0.1917, 0.1944, 0.0932, 0.1110, 0.1445, 0.1299, -0.0004, 0.1303],
  "orbital_gap_ha": 0.310,
  "largest_force_ha_per_bohr": 0.3458,
  "multiplicity": 1,
  "homo_energy_ev": -8.07,
  "de_lowest_kj_mol": 1547.3,
  "total_charge": 0,
  "mol_weight_da": 316.40
}